# 1
The following is a quantum chemistry calculation of a molecular structure, C24H45B2F4KN4O7S3Si in a non-equilibrium geometry, from the Open Molecules 2025 dataset.

```
91
Properties=species:S:1:pos:R:3:lowdin_charge:R:1
K -0.689 0.097 1.487 0.511
C -1.850 -2.827 5.503 -0.047
C -1.720 -2.531 4.029 -0.468
N -2.467 -1.242 3.667 -0.404
O -2.466 -0.349 4.660 -0.071
B -3.706 0.598 4.729 -1.100
F -4.854 -0.126 4.813 0.119
F -3.352 1.372 5.841 0.106
O -3.649 1.570 3.575 0.002
N -4.248 1.111 2.397 0.102
C -3.746 1.541 1.297 -0.313
C -2.905 2.774 1.069 -0.021
C -3.943 0.690 0.097 -0.245
N -2.826 0.225 -0.372 0.058
O -2.987 -0.614 -1.469 0.001
B -2.831 -2.039 -1.099 -1.048
F -3.963 -2.563 -0.391 0.079
F -2.612 -2.691 -2.332 0.100
O -1.589 -2.271 -0.215 -0.053
N -1.703 -2.366 1.138 -0.016
C -2.179 -3.468 1.613 -0.367
C -2.180 -4.705 0.780 -0.012
C -5.288 0.272 -0.511 -0.015
H -1.290 -2.073 6.086 0.096
H -1.350 -3.762 5.686 0.071
H -2.918 -2.870 5.763 0.098
H -2.580 3.295 2.007 0.095
H -3.585 3.471 0.583 0.077
H -2.061 2.547 0.437 0.042
H -2.946 -5.331 1.281 0.071
H -1.194 -5.246 0.782 0.097
H -2.339 -4.414 -0.286 0.088
H -5.486 -0.812 -0.495 0.074
H -5.413 0.595 -1.556 0.076
H -6.141 0.753 0.023 0.075
C -3.101 -4.763 3.660 -0.077
C -2.689 -3.413 3.047 -0.502
S -3.922 -2.003 3.047 1.038
C -0.198 -2.386 3.752 -0.674
C 0.400 -3.761 3.368 -0.085
S 0.750 -1.078 4.075 0.742
H -3.270 -4.649 4.754 0.075
H -2.296 -5.459 3.450 0.074
H -3.991 -5.132 3.161 0.073
H -0.167 -4.381 2.682 0.054
H 0.423 -4.402 4.239 0.075
H 1.390 -3.682 2.966 0.062
C 2.808 -0.552 -4.480 -0.048
C 2.068 -0.818 -3.212 -0.604
C 0.558 -0.748 -3.272 -0.020
C 2.512 -2.274 -2.757 -0.028
O 2.491 0.076 -2.171 -0.144
Si 2.386 1.606 -1.701 -0.256
S 1.181 1.879 -0.015 0.197
O 1.762 2.364 -2.984 -0.181
C 1.482 3.747 -3.437 -0.599
C 1.018 4.633 -2.259 -0.054
C 2.734 4.265 -4.104 -0.046
C 0.324 3.575 -4.446 -0.043
O 3.933 2.138 -1.532 -0.175
C 4.874 2.206 -0.435 -0.657
C 4.579 3.603 0.264 -0.020
C 6.229 2.241 -1.128 -0.049
C 4.710 1.031 0.472 -0.055
H 2.351 -0.970 -5.398 0.092
H 3.792 -0.934 -4.535 0.058
H 2.936 0.518 -4.630 0.075
H 0.060 -1.473 -3.877 0.072
H 0.244 0.319 -3.474 0.099
H 0.089 -0.924 -2.238 0.115
H 2.439 -2.991 -3.618 0.083
H 1.769 -2.686 -2.064 0.074
H 3.496 -2.367 -2.327 0.064
H 1.888 4.763 -1.558 0.086
H 0.281 4.146 -1.629 0.045
H 0.700 5.609 -2.657 0.080
H 3.521 4.565 -3.405 0.076
H 2.486 5.160 -4.653 0.063
H 3.076 3.437 -4.827 0.115
H -0.621 3.392 -3.931 0.081
H 0.468 2.746 -5.153 0.085
H 0.077 4.536 -4.924 0.074
H 4.785 4.394 -0.469 0.073
H 5.298 3.680 1.065 0.064
H 3.540 3.451 0.511 0.034
H 6.186 3.184 -1.780 0.101
H 6.297 1.295 -1.711 0.093
H 7.022 2.378 -0.442 0.053
H 3.623 0.972 0.739 0.045
H 5.248 1.193 1.417 0.086
H 5.027 0.132 -0.052 0.085
```

The total charge is -2. As for the HOMO energy: -0.073 Ha. As for the HOMO-LUMO gap: 0.2177 Ha. The calculation puts the lowest unoccupied orbital energy at 3.94 eV.

# 2
The following is a quantum chemistry calculation of 3 unconnected molecules or ions with the total composition C24H45B3F9N3O8S in a non-equilibrium geometry, from the Open Molecules 2025 dataset.

```
93
Properties=species:S:1:pos:R:3:lowdin_charge:R:1
C -2.676 8.530 3.489 0.027
C -2.513 7.247 2.901 -0.094
C -2.491 5.680 2.322 -0.179
C -2.010 5.670 0.734 -0.183
C -3.144 4.861 -0.159 -0.084
B -2.543 4.413 -1.633 -0.363
O -2.687 2.952 -1.971 0.137
B -1.253 2.538 -2.178 -0.355
C -0.476 1.544 -1.119 -0.084
C -0.697 -0.042 -1.516 -0.182
C 0.424 -0.900 -0.621 -0.187
C 0.440 -2.510 -0.989 -0.076
C -0.319 -3.461 0.127 -0.188
F -1.307 -4.269 -0.691 -0.021
F -1.218 -2.676 1.054 -0.010
C 0.615 -4.565 0.864 -0.226
F -0.306 -5.461 1.656 0.016
F 1.182 -5.461 -0.211 0.009
S 2.026 -3.977 1.901 1.083
F 1.531 -2.348 1.965 -0.173
F 1.077 -4.349 3.322 -0.200
F 2.595 -5.629 1.967 -0.199
F 3.101 -3.747 0.589 -0.188
F 3.313 -3.570 2.958 -0.179
O -0.610 3.152 -3.393 0.157
B -0.596 4.614 -3.033 -0.430
N 0.771 5.291 -3.100 0.226
C 1.316 5.373 -1.825 -0.011
O 1.739 5.097 -0.569 0.008
O -1.856 5.299 -2.596 0.180
H -3.098 9.502 3.999 0.040
H -3.583 5.256 2.368 0.091
H -1.745 5.074 3.012 0.121
H -1.014 5.046 0.664 0.113
H -1.837 6.757 0.334 0.128
H -3.448 3.874 0.434 0.119
H -4.144 5.461 -0.312 0.130
H 0.697 1.737 -1.176 0.133
H -0.919 1.688 -0.043 0.130
H -0.416 -0.200 -2.648 0.132
H -1.778 -0.392 -1.237 0.131
H 1.478 -0.481 -0.992 0.119
H 0.265 -0.663 0.513 0.113
H -0.138 -2.595 -2.031 0.148
H 1.547 -2.876 -1.242 0.130
C -5.587 3.431 2.774 -0.115
O -4.333 2.756 2.767 -0.229
C -3.911 2.331 4.070 -0.197
C -3.979 0.799 4.192 -0.203
N -5.368 0.328 4.221 -0.056
C -5.502 -1.124 4.055 -0.192
C -5.004 -1.739 2.731 -0.213
O -5.773 -1.364 1.587 -0.179
C -5.417 -0.112 1.019 -0.098
H -5.737 3.878 1.790 0.084
H -6.403 2.726 2.954 0.078
H -5.606 4.225 3.526 0.090
H -4.475 2.823 4.869 0.123
H -2.866 2.638 4.172 0.114
H -3.474 0.489 5.114 0.123
H -3.434 0.378 3.344 0.096
H -5.888 0.782 3.475 0.065
H -6.572 -1.347 4.147 0.119
H -5.005 -1.624 4.894 0.116
H -5.118 -2.826 2.819 0.121
H -3.936 -1.567 2.558 0.102
H -4.350 0.107 1.121 0.084
H -6.018 0.682 1.467 0.068
H -5.662 -0.137 -0.046 0.090
C 7.430 -2.947 -0.709 -0.108
O 7.724 -2.369 -1.977 -0.200
C 8.176 -3.325 -2.945 -0.202
C 7.115 -3.539 -4.036 -0.206
N 5.949 -4.258 -3.512 -0.056
C 4.793 -4.249 -4.417 -0.193
C 4.171 -2.880 -4.765 -0.213
O 3.531 -2.233 -3.664 -0.194
C 4.406 -1.503 -2.816 -0.097
H 7.279 -2.137 0.006 0.089
H 6.508 -3.533 -0.757 0.071
H 8.254 -3.575 -0.359 0.088
H 8.476 -4.272 -2.484 0.120
H 9.068 -2.894 -3.411 0.118
H 7.554 -4.117 -4.858 0.122
H 6.836 -2.555 -4.420 0.097
H 5.666 -3.835 -2.632 0.064
H 4.018 -4.856 -3.934 0.117
H 5.065 -4.767 -5.344 0.117
H 3.378 -3.066 -5.498 0.120
H 4.879 -2.205 -5.258 0.109
H 5.250 -1.067 -3.359 0.091
H 4.761 -2.146 -2.008 0.067
H 3.838 -0.692 -2.354 0.079
```

The total charge is 0. As for the HOMO energy: -0.323 Ha. As for the structure (SMILES): C#CCCCB1OB(CCCCC(F)(F)C(F)(F)S(F)(F)(F)(F)F)OB(N=C=O)O1.COCCNCCOC.COCCNCCOC. As for the HOMO-LUMO gap: 0.2278 Ha. The calculation puts the lowest unoccupied orbital energy at -2.59 eV.

# 3
The following is a quantum chemistry calculation of a molecular structure, C24H45Cl3N3O4SiSr in a non-equilibrium geometry, from the Open Molecules 2025 dataset.

```
81
Properties=species:S:1:pos:R:3:lowdin_charge:R:1
C 2.463 4.517 -0.077 -0.045
C 1.573 4.297 -1.283 -0.243
H 2.903 5.520 -0.102 0.064
H 3.274 3.776 -0.079 0.077
H 1.923 4.398 0.871 0.075
C 1.368 5.168 -2.296 -0.129
C 2.212 6.352 -2.623 -0.123
H 0.561 4.980 -3.015 0.106
H 3.273 6.186 -2.389 0.073
H 1.860 7.264 -2.113 0.070
H 2.140 6.530 -3.705 0.066
Sr -0.266 -1.505 1.390 0.987
Cl -0.747 2.047 1.276 0.292
Cl 2.520 -2.638 2.126 0.119
C -3.152 -0.090 0.050 -0.306
O -2.298 -0.983 0.268 -0.253
N -3.982 -0.127 -0.996 -0.167
C -3.845 -1.145 -2.033 -0.067
C -5.146 0.740 -1.049 -0.088
H -3.258 0.784 0.708 0.101
H -2.900 -1.680 -1.900 0.076
H -3.858 -0.668 -3.026 0.078
H -4.685 -1.859 -1.979 0.069
H -5.153 1.352 -0.142 0.079
H -6.069 0.139 -1.087 0.079
H -5.099 1.403 -1.922 0.070
H 3.297 -0.373 -1.118 0.059
H 2.332 0.356 -3.629 0.093
C 3.035 -1.359 -1.529 -0.072
C 2.041 -0.711 -3.698 -0.081
N 1.835 -1.246 -2.356 -0.158
H 2.872 -2.058 -0.710 0.049
C 0.634 -1.647 -1.927 -0.292
O 0.439 -2.220 -0.820 -0.245
H 1.115 -0.804 -4.271 0.080
H -0.196 -1.436 -2.625 0.135
H 3.855 -1.688 -2.180 0.088
H 2.853 -1.275 -4.188 0.088
O 2.009 1.983 -1.379 -0.104
C 1.177 2.886 -1.619 -0.414
C -0.454 1.506 -2.938 -0.063
C -0.223 2.642 -2.153 -0.214
H 0.384 0.820 -3.115 0.056
C -1.679 1.291 -3.567 -0.130
H 0.142 2.475 0.432 -0.243
C -1.331 3.476 -1.881 -0.097
H -1.771 0.482 -4.302 0.089
C -2.775 2.121 -3.287 -0.173
C -2.584 3.224 -2.450 -0.124
H -1.197 4.377 -1.261 0.111
H -3.748 1.936 -3.754 0.077
H -3.415 3.911 -2.272 0.091
Si 3.166 -0.449 2.472 -0.016
Cl 1.666 0.200 0.870 0.240
C 4.946 -1.056 2.179 -0.262
C 2.174 -0.524 4.122 -0.267
C 3.692 1.410 2.733 -0.284
H 5.077 -1.401 1.141 0.016
H 5.241 -1.906 2.814 0.017
H 5.686 -0.264 2.358 0.019
H 4.389 1.722 1.944 0.014
H 4.194 1.519 3.706 0.023
H 2.827 2.083 2.701 0.004
H 1.116 -0.848 4.039 -0.001
H 2.173 0.458 4.625 0.023
H 2.669 -1.237 4.795 0.021
C -2.944 -6.116 3.396 -0.086
N -2.239 -4.866 3.618 -0.150
C -2.286 -4.257 4.941 -0.056
C -1.628 -4.173 2.652 -0.475
C -1.711 -4.660 1.228 -0.003
O -1.049 -3.105 3.004 -0.190
H -3.239 -6.500 4.381 0.081
H -2.271 -6.836 2.894 0.085
H -3.829 -5.966 2.746 0.085
H -1.270 -4.013 5.278 0.095
H -2.855 -3.319 4.904 0.087
H -2.764 -4.972 5.618 0.079
H -2.704 -4.444 0.807 0.087
H -0.969 -4.169 0.586 0.068
H -1.515 -5.738 1.172 0.078
```

For the energy relative to the best compared isomer or geometry (same formula, charge and spin), the calculation gives 2.1649 eV. The total charge is -1. As for the HOMO energy: 0.008 Ha. As for the HOMO-LUMO gap: 0.0654 Ha. The calculation puts the lowest unoccupied orbital energy at 1.98 eV.

# 4
The following is a quantum chemistry calculation of a molecular structure, C24H45Cl3N3O4SiZn in a non-equilibrium geometry, from the Open Molecules 2025 dataset.

```
81
Properties=species:S:1:pos:R:3:lowdin_charge:R:1
C 0.256 4.094 -2.422 -0.062
C 0.509 3.250 -3.629 -0.214
H 0.888 4.996 -2.466 0.062
H 0.491 3.574 -1.483 -0.017
H -0.808 4.383 -2.384 0.072
C 1.134 3.778 -4.708 -0.136
C 1.708 5.159 -4.813 -0.122
H 1.235 3.189 -5.621 0.102
H 2.212 5.492 -3.895 0.061
H 0.957 5.922 -5.073 0.076
H 2.445 5.189 -5.629 0.062
Zn -2.682 1.046 -2.619 0.122
Cl -3.424 -0.698 -1.535 0.006
Cl -3.536 3.046 -2.685 -0.111
C -2.612 -2.986 0.639 -0.381
O -2.447 -2.287 1.634 -0.017
N -1.752 -3.943 0.204 -0.185
C -0.453 -4.107 0.832 -0.056
C -1.995 -4.691 -1.021 -0.061
H -3.489 -2.873 -0.026 0.076
H -0.484 -3.758 1.872 0.096
H 0.309 -3.536 0.279 0.051
H -0.163 -5.162 0.762 0.082
H -3.079 -4.788 -1.174 0.088
H -1.518 -5.677 -0.930 0.081
H -1.573 -4.161 -1.889 0.082
H 0.010 3.180 3.820 0.094
H 1.851 2.607 1.703 -0.027
C 0.977 3.009 4.318 -0.059
C 2.530 2.324 2.518 -0.093
N 1.737 1.955 3.666 -0.189
H 0.797 2.708 5.355 0.078
C 1.771 0.696 4.185 -0.334
O 2.317 -0.270 3.649 -0.024
H 3.141 1.482 2.185 0.090
H 1.217 0.619 5.139 0.121
H 1.554 3.942 4.294 0.082
H 3.142 3.208 2.741 0.084
O -0.833 1.324 -2.769 -0.400
C -0.283 1.944 -3.874 -0.416
C 1.815 0.832 -4.835 -0.061
C 0.424 0.929 -4.740 -0.193
H 2.461 1.468 -4.209 0.111
C 2.384 -0.129 -5.697 -0.087
H -1.137 2.297 -4.477 0.118
C -0.398 0.050 -5.437 -0.043
H 3.479 -0.219 -5.771 0.099
C 1.557 -0.958 -6.463 -0.113
C 0.158 -0.868 -6.334 -0.088
H -1.469 0.080 -5.227 0.113
H 1.984 -1.640 -7.209 0.092
H -0.511 -1.502 -6.915 0.094
Si 0.761 -0.026 -0.789 0.255
Cl 0.566 1.867 0.098 0.459
C 2.433 0.370 -1.503 -0.232
C 0.112 -1.442 -1.994 -0.183
C 0.576 -0.964 0.812 -0.217
H 2.625 -0.175 -2.437 0.016
H 3.043 -0.010 -0.667 0.031
H 2.601 1.451 -1.648 0.020
H 1.280 -0.676 1.570 0.002
H 0.716 -2.025 0.573 -0.013
H -0.437 -0.759 1.218 0.047
H 0.396 -1.305 -3.049 0.013
H -0.972 -1.627 -1.942 -0.040
H 0.633 -2.348 -1.627 0.020
C -2.201 -2.117 7.282 -0.070
N -1.421 -1.961 6.068 -0.169
C -0.193 -2.705 5.942 -0.047
C -1.771 -1.111 5.051 -0.492
C -3.178 -0.584 5.114 0.000
O -0.951 -0.821 4.175 0.042
H -1.641 -2.744 7.986 0.079
H -3.176 -2.591 7.079 0.084
H -2.404 -1.139 7.751 0.088
H -0.291 -3.491 5.183 0.095
H 0.635 -2.058 5.649 0.082
H 0.021 -3.183 6.899 0.074
H -3.272 0.161 5.907 0.081
H -3.403 -0.116 4.160 0.090
H -3.894 -1.389 5.300 0.080
```

For the energy relative to the best compared isomer or geometry (same formula, charge and spin), the calculation gives 3.0307 eV. The total charge is -1. As for the HOMO energy: -0.203 Ha. As for the HOMO-LUMO gap: 0.2898 Ha. The calculation puts the lowest unoccupied orbital energy at 2.35 eV.